# C19H13N3O

C19H13N3O in the gas phase at a distorted geometry (ωB97M-V/def2-TZVPD, the Open Molecules 2025 dataset).

E, Ha: -971.257528
Gap between HOMO and LUMO, eV: 8.70
Strongest force on any atom, eV Å⁻¹: 5.2
SMILES: N#Cc1cccc(N(C(=O)c2ccccc2)c2ccccc2)n1
LUMO level, eV: -0.08
E_HOMO, eV: -8.78
Relative energy (zero: lowest compared OMol25 entry of this formula, charge and spin), eV: 2.5048

Bonds (Å) are listed after each position.
Element x y z (Å)
1 N 2.9067 -5.0101 -2.0784  C2 1.185
2 C 2.0047 -4.5655 -1.4516  N1 1.185, C3 1.478
3 C 0.9359 -3.9789 -0.6156  C2 1.478, C4 1.367, N23 1.411
4 C 0.2191 -4.6742 0.3183  C3 1.367, C5 1.383, H24 0.999
5 C -0.7435 -4.0943 1.1252  C4 1.383, C6 1.352, H25 1.054
6 C -0.7880 -2.7452 1.0411  C5 1.352, C7 1.403, H26 1.126
7 C -0.1267 -1.9428 0.0995  C6 1.403, N8 1.407, N23 1.397
8 N -0.3419 -0.5817 -0.1844  C7 1.407, C9 1.353, C17 1.365
9 C -1.4770 0.0949 0.1058  N8 1.353, O10 1.256, C11 1.534
10 O -2.5544 -0.5507 0.1198  C9 1.256
11 C -1.4669 1.4964 0.7305  C9 1.534, C12 1.351, C16 1.418
12 C -0.4638 1.9425 1.5179  C11 1.351, C13 1.447, H27 1.167
13 C -0.5313 3.2114 2.2107  C12 1.447, C14 1.363, H28 1.088
14 C -1.6963 3.9180 2.1618  C13 1.363, C15 1.420, H29 1.062
15 C -2.7345 3.4710 1.3023  C14 1.420, C16 1.407, H30 1.111
16 C -2.6277 2.2891 0.5468  C11 1.418, C15 1.407, H31 1.055
17 C 0.5673 0.1176 -0.9249  N8 1.365, C18 1.427, C22 1.441
18 C 1.8699 0.2347 -0.3530  C17 1.427, C19 1.341, H32 1.086
19 C 2.8316 0.8756 -1.0326  C18 1.341, C20 1.406, H33 1.146
20 C 2.5449 1.5986 -2.2038  C19 1.406, C21 1.381, H34 1.099
21 C 1.2664 1.5607 -2.7232  C20 1.381, C22 1.369, H35 1.080
22 C 0.2688 0.8216 -2.1463  C17 1.441, C21 1.369, H36 1.058
23 N 0.8697 -2.5700 -0.6533  C3 1.411, C7 1.397
24 H 0.3401 -5.6614 0.4152  C4 0.999
25 H -1.2282 -4.6821 1.8539  C5 1.054
26 H -1.5960 -2.1378 1.5382  C6 1.126
27 H 0.5711 1.4254 1.6696  C12 1.167
28 H 0.2572 3.5335 2.8874  C13 1.088
29 H -1.7187 4.8731 2.6245  C14 1.062
30 H -3.5663 4.1936 1.1560  C15 1.111
31 H -3.4562 2.0008 -0.0395  C16 1.055
32 H 2.1529 -0.3191 0.5370  C18 1.086
33 H 3.9580 0.7070 -0.9100  C19 1.146
34 H 3.3964 2.1409 -2.6378  C20 1.099
35 H 0.8786 2.2146 -3.4908  C21 1.080
36 H -0.7219 0.7930 -2.5162  C22 1.058